(1)
22
Properties=species:S:1:pos:R:3:forces:R:3:lowdin_charge:R:1 method="wB97M-V/def2-TZVPD" orbital_gap_ha=0.30637 homo_energy_ev=-7.3575 smiles=CC(C)[C@H](C)N(N)O
C 0.963148 0.174330 -0.452939 3.4 2.5 2.5 -0.4378
C 0.276930 0.631151 0.756222 -5.5 -2.4 -1.6 -0.2300
C 1.364326 -1.274865 -0.572921 -0.1 0.1 0.0 -0.0543
C 0.678338 0.883076 -1.755236 0.0 -0.1 0.3 -0.0612
C 0.510130 -0.082711 2.072685 -0.2 0.2 -0.3 -0.0636
N -1.416527 0.142603 0.304784 0.1 -0.1 1.7 -0.2557
N -2.367365 0.902476 -0.340147 0.5 -0.2 0.1 -0.0194
O -1.658401 -1.315317 0.164502 0.4 0.9 0.0 -0.1051
H -2.284544 -1.541237 0.867952 0.1 0.2 0.0 0.0681
H -2.514178 0.616034 -1.309635 0.1 0.1 0.1 0.0665
H -3.262380 0.872731 0.150428 0.2 0.0 -0.1 0.0635
H 0.102267 1.702557 0.798145 0.0 0.0 0.0 0.1301
H 1.757586 0.863143 0.223578 1.0 -1.4 -2.5 0.1863
H -0.094456 0.331330 -2.287832 -0.2 0.0 -0.1 0.0820
H 1.841237 -1.646081 0.331852 0.0 0.0 0.0 0.0764
H 2.044616 -1.411679 -1.413196 0.1 0.0 0.0 0.0802
H 0.467676 -1.867345 -0.752245 0.0 -0.1 0.0 0.0746
H 1.572500 0.904697 -2.381080 -0.1 -0.1 0.0 0.0791
H 0.345290 1.907234 -1.595011 -0.1 0.0 0.0 0.0803
H 0.113416 -1.094776 2.001387 0.1 0.0 0.0 0.0765
H 1.570390 -0.140816 2.318738 0.1 0.1 0.0 0.0837
H -0.009998 0.443464 2.869968 0.0 0.0 0.0 0.0798

***

(2)
17
Properties=species:S:1:pos:R:3:forces:R:3:lowdin_charge:R:1 method="wB97M-V/def2-TZVPD" charge=+1 orbital_gap_ha=0.43247 homo_energy_ev=-15.2706
C -1.954981 0.077344 -0.042884 2.1 -1.0 -1.5 0.0518
C -0.412077 -0.362518 0.158346 -3.5 -0.1 1.0 -0.3350
C 0.576332 0.663639 0.527837 -0.7 -1.4 0.2 -0.3724
N 0.638870 1.598150 -0.325246 -0.1 2.1 -1.1 0.3017
O -0.400558 -1.234156 1.234737 -0.2 -1.9 1.6 -0.0262
O 2.046392 -1.054707 -0.680533 1.3 -1.1 -2.0 -0.0517
O 1.322429 0.492731 1.564798 -0.3 -0.1 -0.9 0.2301
H -2.378879 -0.727637 0.522809 -1.1 -0.1 -0.2 0.0653
H -2.226373 0.991083 0.428072 -0.1 0.9 0.2 0.0792
H -2.247879 0.008640 -1.125196 0.1 0.2 1.2 0.1121
H -0.015916 -0.870377 -0.688527 0.1 -0.1 -0.9 0.1301
H -0.119916 1.843903 -0.957913 0.2 -0.7 0.2 0.1713
H 1.429956 2.161657 -0.421726 1.4 1.3 0.2 0.1434
H 2.321020 -1.804664 -0.142612 0.1 -0.1 0.3 0.0736
H -1.248012 -1.712242 1.411699 1.2 0.7 -0.3 0.1489
H 2.386967 -1.346415 -1.582478 -0.6 0.8 1.5 0.1191
H 1.027961 -0.409743 1.878747 0.2 0.5 0.4 0.1587

***

(3)
13
Properties=species:S:1:pos:R:3:forces:R:3:lowdin_spin:R:1 method="wB97M-V/def2-TZVPD" orbital_gap_ha="0.25545 / 0.23948" homo_energy_ev="-6.1084 / -10.6280" s2=2.0039 spin_multiplicity=3
C 1.913166 -0.232773 -1.499619 0.0 0.1 0.1 0.0153
C -1.140199 0.158664 2.105088 0.0 0.0 -0.1 0.0172
O 0.817337 0.655413 -1.426588 1.5 1.0 -0.6 0.1207
O -0.326582 0.608666 1.041529 1.1 0.9 1.5 0.1295
Si -0.478223 0.652052 -0.528932 -1.7 -2.8 -0.6 0.4629
Cl -1.432785 -2.597649 -0.816787 -0.1 -0.4 0.0 1.0707
Br -1.918091 1.966592 -1.420077 -0.9 1.6 -0.4 0.1633
H 2.511134 -0.171135 -0.590729 0.1 -0.1 0.0 0.0025
H 2.508780 0.073772 -2.358609 0.0 -0.2 0.1 0.0013
H 1.546522 -1.249603 -1.632260 0.1 -0.1 0.0 0.0063
H -0.559710 0.276524 3.018488 -0.1 -0.1 0.0 0.0016
H -1.389109 -0.890933 1.947981 -0.1 0.0 0.1 0.0058
H -2.052240 0.750411 2.160514 -0.1 0.0 0.1 0.0029

***

What relative energy (zero: lowest compared OMol25 entry of this formula, charge and spin) values result from the calculations? In sequence: 600.9 179.2 0.0 kJ/mol.
What molecular weight values result from the calculations? In sequence: 118.18 108.12 205.51 g/mol.